(1)
{"formula": "C12H5NO5Ti", "method": "ωB97M-V with the def2-TZVPD basis set", "e_lumo_ev": [-9.4, -10.0], "s_squared": 2.010, "total_charge": 2, "homo_energy_ha": [-0.5993, -0.6133], "spin_multiplicity": 3, "orbital_gap_ev": [6.94, 6.70], "species": ["O", "C", "Ti", "O", "C", "C", "O", "C", "O", "C", "O", "N", "C", "C", "C", "C", "C", "C", "C", "H", "H", "H", "H", "H"], "positions_angstrom": [[0.0030, 0.0003, -5.4481], [-0.0013, -0.0001, -4.3055], [-0.0057, -0.0022, 0.6945], [1.8532, -2.3815, -0.4299], [1.1830, -1.5197, -0.0458], [-1.1891, 1.5239, -0.0547], [-1.8518, 2.3830, -0.4163], [-1.5211, -1.1981, -0.0542], [-2.3708, -1.8719, -0.4167], [1.5131, 1.1922, -0.0558], [2.3638, 1.8659, -0.4156], [-0.0017, -0.0021, 2.6249], [0.0056, 0.0019, 3.8314], [0.0189, 0.0014, 5.1668], [-0.1407, -1.2571, 5.7596], [-0.1244, -1.2288, 7.1192], [0.0407, 0.0042, 7.8119], [0.1979, 1.2360, 7.1142], [0.1888, 1.2621, 5.7540], [-0.2591, -2.1332, 5.1304], [-0.2435, -2.1593, 7.6528], [0.0513, 0.0038, 8.9799], [0.3219, 2.1657, 7.6469], [0.2997, 2.1377, 5.1247]], "forces_ev_per_a": [[-0.01, 0.00, 2.72], [0.01, 0.00, -2.65], [0.01, 0.03, 1.75], [-2.66, 3.42, 1.60], [3.53, -4.52, -2.47], [-2.79, 3.55, -1.98], [1.88, -2.43, 1.08], [-3.47, -2.73, -1.93], [2.37, 1.88, 1.06], [3.48, 2.70, -1.91], [-2.36, -1.87, 1.05], [0.02, 0.00, 4.71], [-0.02, -0.04, -5.71], [-0.01, 0.05, -0.52], [0.09, 0.62, 0.26], [0.02, 0.24, 1.32], [0.03, 0.00, 1.12], [-0.05, -0.28, 1.31], [-0.07, -0.66, 0.34], [0.00, -0.01, 0.36], [0.02, 0.06, 0.30], [-0.03, 0.01, -2.43], [0.01, -0.04, 0.29], [0.00, 0.03, 0.32]]}



(2)
{"formula": "C13H50N2O22", "method": "ωB97M-V with the def2-TZVPD basis set", "e_lumo_ev": -0.2, "total_charge": 0, "homo_energy_ha": -0.2703, "orbital_gap_ev": 7.18, "species": ["N", "O", "O", "C", "C", "C", "C", "C", "C", "C", "C", "C", "C", "C", "C", "C", "N", "H", "H", "H", "H", "H", "H", "H", "H", "H", "H", "O", "H", "H", "O", "H", "H", "O", "H", "H", "O", "H", "H", "O", "H", "H", "O", "H", "H", "O", "H", "H", "O", "H", "H", "O", "H", "H", "O", "H", "H", "O", "H", "H", "O", "H", "H", "O", "H", "H", "O", "H", "H", "O", "H", "H", "O", "H", "H", "O", "H", "H", "O", "H", "H", "O", "H", "H", "O", "H", "H"], "positions_angstrom": [[1.2535, -2.4462, -2.9064], [1.3557, -3.1887, -4.1409], [-1.2061, -0.2904, -1.2247], [0.0092, -0.9585, -1.4845], [1.0269, -0.5428, -0.7056], [0.1767, -1.8075, -2.6153], [1.8449, 2.9147, 3.4051], [-1.7852, 1.2413, 0.5877], [2.7264, 2.0445, 2.7146], [-0.9150, 0.4202, -0.1037], [0.4966, 2.8500, 3.0371], [-1.3279, 2.0131, 1.6348], [2.2663, 1.2127, 1.6944], [0.5014, 0.3965, 0.2463], [0.0282, 2.0441, 2.0207], [0.9523, 1.2235, 1.3208], [-0.8032, -1.8657, -3.5567], [1.7543, -4.0587, -3.9158], [2.1229, -0.7144, -0.7479], [2.1707, 3.5568, 4.1643], [-2.8030, 1.2170, 0.3105], [3.7652, 2.0681, 2.8331], [-0.2059, 3.5305, 3.4984], [-2.0848, 2.6366, 2.1540], [2.9495, 0.5483, 1.1143], [-0.7331, -2.6912, -4.1599], [-1.7283, -1.6185, -3.3042], [-5.0586, 3.3596, 1.8478], [-5.5338, 4.1004, 2.3468], [-4.5545, 3.7735, 1.0743], [4.7812, -0.9176, -0.5434], [4.4643, -1.8380, -0.8194], [4.5003, -0.2598, -1.2591], [-3.5368, -1.7834, -2.9143], [-3.6652, -1.4359, -1.9728], [-4.2724, -1.4013, -3.4945], [2.6022, -1.7846, 3.1490], [1.9057, -1.1553, 3.5267], [3.5139, -1.3724, 3.2991], [4.9564, 4.0695, 4.1664], [5.7386, 4.0308, 3.5257], [4.8779, 5.0175, 4.5110], [-1.0404, -4.0502, -5.7389], [-0.4992, -3.3729, -6.2604], [-1.9613, -4.1051, -6.1544], [5.0381, -0.6369, 3.7510], [5.4833, -0.0984, 4.4828], [5.4507, -0.3688, 2.8669], [-2.0450, 5.3085, 2.0328], [-2.2171, 4.9075, 2.9457], [-1.4660, 6.1295, 2.1532], [0.4894, -6.2610, -2.0340], [-0.5109, -6.1192, -1.9794], [0.7410, -6.9880, -1.3767], [-2.9508, 1.6785, 5.0736], [-3.8468, 1.6608, 5.5433], [-2.8176, 0.7866, 4.6149], [-1.5055, 0.1331, -5.6098], [-2.4258, -0.0881, -5.9674], [-1.2635, -0.5591, -4.9127], [2.5926, -5.2957, -3.3133], [3.3995, -5.7602, -2.9174], [1.7730, -5.5973, -2.8023], [-3.8925, 3.9492, -0.6783], [-3.0166, 4.3655, -0.9668], [-4.6455, 4.4654, -1.1145], [3.6061, -2.9952, -1.5516], [3.3749, -3.5787, -0.7580], [2.7643, -2.8540, -2.0949], [-4.4510, -0.9396, -0.3784], [-4.1782, -0.4266, 0.4500], [-4.9444, -1.7728, -0.0849], [3.1884, -4.2640, -6.4198], [2.8957, -4.4267, -5.4650], [4.0407, -4.7849, -6.5812], [-2.4267, 4.3661, 4.5270], [-3.3027, 4.8280, 4.7343], [-2.4991, 3.4031, 4.8288], [-4.8274, 0.4111, 2.0865], [-5.7782, 0.1857, 2.3492], [-4.7824, 1.4017, 1.8855], [-0.4156, 2.4433, 5.9145], [-1.2033, 2.0622, 5.4064], [0.4320, 2.1628, 5.4384], [2.7087, -0.2918, -4.6599], [2.1358, -0.1411, -5.4802], [2.2717, -1.0110, -4.0981]], "forces_ev_per_a": [[2.77, -1.03, 1.42], [-1.86, 1.37, 0.45], [1.62, -1.30, 0.70], [0.69, 0.90, 0.32], [1.46, 1.08, 1.39], [-1.14, -1.27, -3.77], [-1.22, -1.96, -1.94], [0.07, 0.27, 0.77], [-1.33, -0.15, -1.01], [3.15, 0.91, 0.53], [1.10, 1.43, 1.14], [-1.58, 0.13, -0.31], [2.19, 0.14, 0.45], [-3.82, -0.42, -1.12], [0.03, -0.91, -1.00], [-1.07, -0.79, -0.66], [0.04, -0.38, -0.56], [0.17, 0.82, 0.53], [-1.10, -0.55, -0.36], [0.51, 0.85, 0.89], [-1.07, 0.33, -0.21], [1.32, 0.13, 0.73], [-0.04, -0.03, 0.16], [0.75, -0.36, -0.28], [-0.34, 0.66, 0.74], [-0.09, 0.31, 0.17], [-1.16, 0.10, 0.51], [-0.29, 1.84, -0.03], [1.23, -1.58, -1.28], [-0.69, -0.46, 1.19], [-0.53, 0.91, -0.97], [0.09, 1.67, -0.29], [0.60, -1.80, 1.35], [-1.66, 1.03, -0.04], [-0.17, -0.24, -1.47], [1.56, -0.67, 1.62], [-0.25, 1.47, 0.78], [1.88, -1.17, -0.83], [-1.95, -0.44, 0.09], [1.25, 1.55, -0.47], [-1.69, 0.47, 1.46], [0.47, -2.02, -0.97], [-0.87, 1.08, -1.55], [-1.25, -1.45, 0.87], [2.14, 0.36, 0.66], [1.88, 1.56, -0.32], [-0.92, -1.07, -1.80], [-0.68, -0.41, 1.94], [0.77, 1.27, 0.89], [0.59, 0.77, -1.21], [-1.29, -1.96, 0.01], [-1.63, -1.32, 1.60], [2.20, -0.38, -0.03], [-0.85, 1.57, -1.35], [-1.64, -1.84, 0.04], [1.96, -0.26, -1.07], [-0.62, 1.83, 0.85], [-1.47, -1.31, 0.11], [2.09, 0.29, 0.99], [-0.51, 1.14, -1.22], [0.75, -1.78, 1.31], [-1.84, 1.23, -0.84], [1.33, 0.10, -0.62], [-0.02, 1.63, -1.22], [-1.97, -0.69, 0.65], [1.90, -0.96, 0.72], [-0.78, -1.71, 1.28], [0.16, 1.23, -1.87], [0.47, -0.01, 0.81], [-0.38, -1.00, 1.36], [-0.92, -1.18, -1.14], [1.16, 1.98, -0.31], [1.01, -1.25, 1.19], [1.05, 0.14, -2.04], [-1.95, 1.07, 0.72], [-1.90, -0.24, 0.98], [1.84, -1.26, -0.28], [-0.16, 1.80, -0.64], [-1.39, 0.86, 0.32], [2.04, 0.85, -0.73], [-0.58, -1.45, 0.61], [0.38, -1.19, -1.45], [1.98, 0.57, 1.12], [-2.04, 0.50, 0.79], [-1.68, -0.69, -0.51], [1.05, -0.63, 1.97], [0.68, 1.36, -1.42]]}



(3)
{"formula": "C9H8Br", "method": "ωB97M-V with the def2-TZVPD basis set", "e_lumo_ev": [0.8, -2.7], "s_squared": 0.755, "total_charge": 0, "homo_energy_ha": [-0.3143, -0.3124], "spin_multiplicity": 2, "orbital_gap_ev": [9.39, 5.78], "species": ["Br", "H", "C", "C", "C", "C", "C", "C", "C", "C", "C", "H", "H", "H", "H", "H", "H", "H"], "positions_angstrom": [[1.0418, -0.8660, 0.9889], [0.5450, -3.1126, -1.0984], [-0.1335, -2.9533, -1.9579], [-1.1034, -4.0894, -2.2810], [-2.4207, -3.7661, -2.0229], [-2.4357, -2.3473, -1.5031], [-1.1376, -1.8660, -1.5133], [-0.8475, -0.6879, -0.8213], [-1.9030, 0.0481, -0.2744], [-3.1843, -0.5368, -0.1868], [-3.5221, -1.7049, -0.8703], [0.4833, -2.6782, -2.8324], [-0.7528, -4.9532, -2.7488], [-3.3191, -4.3655, -2.2082], [0.2425, -0.5237, -0.6361], [-1.6698, 1.0035, 0.1549], [-3.9513, -0.0465, 0.4465], [-4.5493, -2.1400, -0.8955]], "forces_ev_per_a": [[0.90, -0.30, 1.43], [-0.24, -0.34, -0.44], [-1.46, 0.60, 0.16], [-1.82, 1.70, 0.89], [2.22, 0.79, -0.50], [-1.32, -1.77, -0.42], [1.00, -0.17, 1.00], [-0.84, -0.68, -1.00], [0.19, -1.04, 0.35], [-0.77, 1.02, -0.12], [0.91, -0.09, -0.08], [-0.29, -0.04, 0.33], [0.31, -1.43, -0.49], [0.55, 0.18, 0.12], [-0.75, 1.10, -1.32], [-0.18, 0.17, 0.52], [0.53, -0.12, -0.71], [1.09, 0.40, 0.29]]}



(4)
{"formula": "C4H9N2O", "method": "ωB97M-V with the def2-TZVPD basis set", "e_lumo_ev": -3.7, "total_charge": 1, "homo_energy_ha": -0.5145, "orbital_gap_ev": 10.27, "species": ["C", "C", "C", "C", "N", "N", "O", "H", "H", "H", "H", "H", "H", "H", "H", "H"], "positions_angstrom": [[-2.5900, -0.4996, -0.2897], [1.1832, -0.1962, 0.4100], [0.2568, 0.5877, -0.1062], [2.0003, -1.0447, -0.5393], [-1.5473, -0.9369, 0.1486], [-0.5601, 1.6031, 0.5420], [-3.4765, 0.2048, -0.5566], [1.4061, -0.1287, 1.4579], [-0.0251, 0.5837, -1.1971], [3.0477, -1.2344, -0.2895], [1.9646, -0.6798, -1.5691], [1.4748, -2.0002, -0.6117], [-1.0932, -1.8375, 0.0099], [-1.5382, 1.4207, 0.5496], [-0.2043, 2.5396, 0.3897], [-0.2985, 1.6183, 1.6513]], "forces_ev_per_a": [[-0.07, 0.30, 0.39], [0.83, 1.34, -0.85], [0.26, 0.31, -2.72], [-0.66, -0.54, -0.18], [-0.91, -1.34, -0.09], [3.11, -0.21, 5.77], [-0.05, -0.33, -0.24], [0.14, -0.28, 0.45], [0.71, -0.08, 1.25], [-0.36, 0.19, 0.35], [0.03, 0.34, 0.25], [0.34, -0.37, 0.16], [-0.49, 0.44, -0.02], [-1.28, 0.35, -0.58], [-0.72, 0.51, -1.18], [-0.88, -0.62, -2.77]]}